(1)
A molecular structure, C16H13Cl2NO7Re at a distorted geometry. Source: the OMol25 dataset; level of theory: the ωB97M-V functional and the def2-TZVPD basis.

Properties
Total energy = -2196.97969 Ha
Gap between HOMO and LUMO (alpha / beta) = 4.13 / 4.52 eV
M = 588.39 g/mol
Lowest unoccupied orbital energy (alpha / beta) = -0.376 / -0.362 Eh

Geometry as ORCA input:
```
! RIJCOSX wB97M-V def2-TZVPD def2/J DEFGRID3
* xyz 2 2
Re -1.06213 -0.69043 -0.05629
O -3.13741 1.80002 2.75020
C -2.79700 1.15959 1.68780
O -2.00978 0.21207 1.67980
C -3.46362 1.68174 0.42496
O -3.33103 0.79551 -0.66491
C -4.33926 -0.17734 -0.78699
C -3.89539 -1.50894 -0.06409
O -4.65280 -2.19747 0.53609
O -2.62052 -1.65554 -0.26859
H -2.69666 1.51998 3.57444
H -2.96336 2.61249 0.13074
H -4.50981 1.91486 0.65030
H -4.44086 -0.41886 -1.85009
H -5.30209 0.13476 -0.37026
Cl 6.51312 1.85800 2.76085
C 4.89398 1.67836 2.27688
C 4.47468 0.48206 1.67254
C 3.16305 0.33554 1.28195
C 2.24530 1.37344 1.50009
C 2.66620 2.56508 2.10803
C 3.98015 2.72160 2.48507
C 0.82663 1.25063 1.09575
O -0.05527 2.02363 1.40215
O 0.53083 0.22131 0.29599
H 5.18570 -0.31216 1.52173
H 2.83105 -0.58214 0.81807
H 1.95055 3.35935 2.25984
H 4.31739 3.64176 2.93350
Cl 3.19881 -1.10958 -3.79844
C 1.73171 -1.76137 -3.21707
C 1.23722 -2.96866 -3.71490
C 0.04315 -3.44254 -3.20006
C -0.61371 -2.72787 -2.21259
N -0.12867 -1.57632 -1.70406
C 1.01409 -1.09784 -2.22316
H 1.76835 -3.50835 -4.48405
H -0.37252 -4.37162 -3.55847
H -1.56202 -3.08212 -1.82697
H 1.38194 -0.15267 -1.84578
*
```

(2)
A molecular structure, C16H13ClFeO5S at a distorted geometry. Source: the OMol25 dataset; level of theory: the ωB97M-V functional and the def2-TZVPD basis.

Properties
Total energy = -3115.51146 Ha
Energy relative to the best compared isomer or geometry (same formula, charge and spin) = 0.522 eV
Gap between HOMO and LUMO (alpha / beta) = 5.94 / 7.02 eV
M = 408.64 g/mol
Lowest unoccupied orbital energy (alpha / beta) = 0.012 / -0.072 Eh

Geometry as ORCA input:
```
! RIJCOSX wB97M-V def2-TZVPD def2/J DEFGRID3
* xyz 0 5
O 4.61327 -4.05815 -1.35401
C 4.26142 -2.97667 -1.59974
Fe 4.02678 -1.24586 -1.94501
C 5.23587 -0.58246 -0.82067
O 6.09775 -0.37945 -0.06739
C 5.23516 -1.39966 -3.18855
O 6.23391 -1.63240 -3.74484
C 1.40578 -0.66552 -0.68214
C 1.15761 -1.80946 -1.58853
C 2.21419 -1.79382 -2.69993
C 2.54807 -0.52247 -3.24754
C 2.89190 0.44775 -2.29260
C 2.50157 0.15427 -0.93852
H 0.72562 -0.50811 0.15891
H 1.17654 -2.79113 -1.06613
H 0.13997 -1.74400 -2.03989
H 2.20399 -2.69250 -3.33326
H 2.63943 -0.37079 -4.32163
H 3.41889 1.37019 -2.53815
H 2.89401 0.78867 -0.13561
Cl -0.71601 1.75992 -0.99536
C -1.30495 0.75851 0.20498
S -3.02756 0.57966 0.38836
C -3.66044 1.18391 1.98988
C -3.72836 0.31522 3.08424
C -4.41075 0.70238 4.24231
C -5.03929 1.94943 4.31446
C -4.91528 2.83517 3.24003
C -4.21952 2.46034 2.08709
O -3.69330 1.43570 -0.56913
O -3.35218 -0.83167 0.44416
H -0.73192 0.71522 1.12994
H -3.26131 -0.66694 3.03452
H -4.45866 0.01370 5.08736
H -5.60602 2.22528 5.20759
H -5.37107 3.82183 3.29869
H -4.12513 3.15392 1.25613
*
```

(3)
A molecular structure, C16H14BF5N6Pd at a distorted geometry. Source: the OMol25 dataset; level of theory: the ωB97M-V functional and the def2-TZVPD basis.

Properties
Total energy = -1597.83494 Ha
Gap between HOMO and LUMO (alpha / beta) = 7.97 / 4.05 eV
M = 502.55 g/mol
Lowest unoccupied orbital energy (alpha / beta) = -0.234 / -0.404 Eh

Geometry as ORCA input:
```
! RIJCOSX wB97M-V def2-TZVPD def2/J DEFGRID3
* xyz 2 5
H -0.31246 2.44571 1.02790
N 0.00525 1.39638 -0.77817
B 0.63166 0.64114 -3.12668
N 0.53544 1.73942 -2.01078
C 0.89255 3.03816 -1.98053
Pd -0.80394 -0.56693 -0.33670
H 1.31622 3.50108 -2.85566
C 0.60212 3.53602 -0.71579
H 0.75407 4.52702 -0.34458
C 0.05126 2.47607 0.01309
H 1.08672 1.03703 -4.15485
C -1.60422 -2.33045 0.04078
H -2.26383 -1.51933 0.41869
H -1.23242 -2.88377 0.90632
H -2.21441 -2.91645 -0.65183
N -0.82783 0.09517 -3.27935
N 1.52103 -0.46674 -2.46723
N -1.52825 -0.34626 -2.15352
N 1.12692 -1.00303 -1.25537
C -1.66310 0.05378 -4.33464
C 2.72878 -0.97831 -2.79340
H -1.31610 0.33833 -5.31440
H 3.21864 -0.69310 -3.71278
C -2.91098 -0.38775 -3.90434
C 3.11980 -1.84960 -1.77899
C -2.79026 -0.63558 -2.53390
C 2.08730 -1.83635 -0.83072
H -3.79773 -0.51437 -4.49621
H 4.02810 -2.41873 -1.72544
H -3.52458 -1.01230 -1.83026
H 2.00499 -2.38490 0.10124
H -0.57584 -2.09718 -0.64268
F 0.83582 -1.03843 2.36448
C -0.27826 -0.31064 2.65585
C -1.13838 0.07478 1.65380
C -2.18495 0.90327 2.00042
F -3.04094 1.37260 1.04619
C -2.42642 1.28385 3.33113
F -3.44006 2.11515 3.64354
C -1.60054 0.80296 4.33998
F -1.84595 1.10757 5.62992
C -0.50911 0.01215 4.00065
F 0.30841 -0.44134 4.96850
*
```

Repeat the first record exactly.
A molecular structure, C16H13Cl2NO7Re at a distorted geometry. Source: the OMol25 dataset; level of theory: the ωB97M-V functional and the def2-TZVPD basis.

Properties
Total energy = -2196.97969 Ha
Gap between HOMO and LUMO (alpha / beta) = 4.13 / 4.52 eV
M = 588.39 g/mol
Lowest unoccupied orbital energy (alpha / beta) = -0.376 / -0.362 Eh

Geometry as ORCA input:
```
! RIJCOSX wB97M-V def2-TZVPD def2/J DEFGRID3
* xyz 2 2
Re -1.06213 -0.69043 -0.05629
O -3.13741 1.80002 2.75020
C -2.79700 1.15959 1.68780
O -2.00978 0.21207 1.67980
C -3.46362 1.68174 0.42496
O -3.33103 0.79551 -0.66491
C -4.33926 -0.17734 -0.78699
C -3.89539 -1.50894 -0.06409
O -4.65280 -2.19747 0.53609
O -2.62052 -1.65554 -0.26859
H -2.69666 1.51998 3.57444
H -2.96336 2.61249 0.13074
H -4.50981 1.91486 0.65030
H -4.44086 -0.41886 -1.85009
H -5.30209 0.13476 -0.37026
Cl 6.51312 1.85800 2.76085
C 4.89398 1.67836 2.27688
C 4.47468 0.48206 1.67254
C 3.16305 0.33554 1.28195
C 2.24530 1.37344 1.50009
C 2.66620 2.56508 2.10803
C 3.98015 2.72160 2.48507
C 0.82663 1.25063 1.09575
O -0.05527 2.02363 1.40215
O 0.53083 0.22131 0.29599
H 5.18570 -0.31216 1.52173
H 2.83105 -0.58214 0.81807
H 1.95055 3.35935 2.25984
H 4.31739 3.64176 2.93350
Cl 3.19881 -1.10958 -3.79844
C 1.73171 -1.76137 -3.21707
C 1.23722 -2.96866 -3.71490
C 0.04315 -3.44254 -3.20006
C -0.61371 -2.72787 -2.21259
N -0.12867 -1.57632 -1.70406
C 1.01409 -1.09784 -2.22316
H 1.76835 -3.50835 -4.48405
H -0.37252 -4.37162 -3.55847
H -1.56202 -3.08212 -1.82697
H 1.38194 -0.15267 -1.84578
*
```

total energy of number 2 (C16H13ClFeO5S)? -3115.51146 Ha

The lowest M belongs to which entry? C16H13ClFeO5S

Which of these has the highest total energy? C16H14BF5N6Pd